An isolated molecule of C3H3NO3. Source: the Open Molecules 2025 dataset; level of theory: the ωB97M-V functional and the def2-TZVPD basis.

Positions of all 10 atoms, in Å:
O  -2.52  -0.87  0.32
C  -1.46  -1.03  -0.19
N  -0.11  -0.78  0.52
C  0.18  0.40  -0.06
O  -0.70  0.86  -0.79
C  1.47  1.18  0.09
O  1.59  2.20  -0.53
H  -1.26  -1.40  -1.20
H  0.54  -1.35  1.07
H  2.26  0.80  0.77

Its total charge is 0. The value obtained for the energy relative to the best compared isomer or geometry (same formula, charge and spin) is 51.92 kcal/mol.

Results of the natural (NBO) charge analysis, in e, for atoms 1 through 6: -0.489 0.581 -0.689 0.535 -0.549 0.340


A cluster of 2 separate species, C5H11NO in total. Source: the Open Molecules 2025 dataset; level of theory: the ωB97M-V functional and the def2-TZVPD basis.

Positions of all 18 atoms, in Å:
C  -0.85  1.62  0.00
C  -0.02  0.59  -0.41
N  1.34  0.63  -0.69
C  -0.63  -0.75  -0.19
C  0.09  -1.68  0.50
C  -0.46  -3.05  0.75
H  -1.23  2.17  -0.89
H  -1.60  1.45  0.75
H  1.78  -0.28  -0.73
H  1.60  1.21  -1.48
H  -1.55  -1.22  -0.50
H  0.90  -1.44  1.19
H  -1.39  -3.09  0.16
H  0.27  -3.83  0.49
H  -0.96  -3.35  1.68
O  1.19  3.81  0.04
H  0.70  4.31  -0.59
H  0.82  2.91  -0.08

Its total charge is 0. The value obtained for the energy relative to the best compared isomer or geometry (same formula, charge and spin) is 103.05 kcal/mol.

Results of the natural (NBO) charge analysis, in e, for atoms 1 through 6: -0.660 0.242 -0.796 -0.257 -0.138 -0.666


A structure of composition C13H18N2OS. Source: the Open Molecules 2025 dataset; level of theory: the ωB97M-V functional and the def2-TZVPD basis.

Positions of all 35 atoms, in Å:
C  -5.32  -1.48  -0.27
C  -3.82  -1.04  -0.17
C  -2.71  -1.71  0.07
C  -1.63  -1.10  0.20
C  -1.86  0.10  -0.10
C  -1.04  1.34  0.15
O  -1.48  2.45  0.12
N  0.33  1.25  0.19
N  0.89  0.06  0.37
C  2.23  -0.14  0.69
C  2.63  -1.31  0.83
H  1.93  -2.06  0.13
H  2.64  -1.99  1.75
C  4.16  -1.58  0.40
C  4.37  -1.29  -1.23
C  3.71  0.05  -1.36
C  4.06  1.03  -0.41
C  3.17  0.95  0.92
H  2.83  2.05  1.05
H  3.84  0.79  1.78
H  5.04  1.24  -0.32
H  3.62  2.23  -0.77
H  2.70  0.09  -1.60
H  4.16  0.44  -2.27
H  3.95  -1.87  -2.00
H  5.54  -1.24  -1.28
H  4.44  -2.90  0.48
H  4.84  -0.92  0.97
H  0.81  2.06  0.44
S  -3.52  0.60  -0.19
H  -0.71  -1.38  0.38
H  -2.95  -2.90  0.07
H  -5.70  -1.16  -1.32
H  -6.05  -1.13  0.36
H  -5.48  -2.62  -0.24

Its total charge is 0. The value obtained for the energy relative to the best compared isomer or geometry (same formula, charge and spin) is 225.68 kcal/mol.

Results of the natural (NBO) charge analysis, in e, for atoms 1 through 6: -0.629 -0.194 -0.241 -0.263 -0.270 0.657


The ion C6H11N2O3S with charge +1. Source: the Open Molecules 2025 dataset; level of theory: the ωB97M-V functional and the def2-TZVPD basis.

Positions of all 23 atoms, in Å:
N  1.60  2.25  1.87
C  1.32  1.13  1.25
N  0.28  0.90  0.47
C  0.26  -0.48  0.00
C  0.19  -0.54  -1.54
C  -1.22  -0.18  -2.00
S  -2.24  -0.23  -0.49
O  -3.47  -0.91  -0.65
O  -2.25  1.11  0.07
C  -1.00  -1.16  0.51
C  1.60  -0.99  0.58
O  2.13  0.10  1.34
H  0.99  3.05  1.82
H  2.44  2.32  2.42
H  -0.62  1.41  0.40
H  0.45  -1.55  -1.85
H  0.93  0.15  -1.97
H  -1.30  0.82  -2.42
H  -1.64  -0.90  -2.70
H  -1.05  -2.21  0.26
H  -1.19  -1.00  1.57
H  1.48  -1.84  1.25
H  2.33  -1.24  -0.20

Its total charge is +1. The value obtained for the energy relative to the best compared isomer or geometry (same formula, charge and spin) is 0.00 kcal/mol.

Results of the natural (NBO) charge analysis, in e, for atoms 1 through 6: -0.743 0.805 -0.605 0.092 -0.421 -0.665


A cluster of 4 separate species, C3H9N3OS in total. Source: the Open Molecules 2025 dataset; level of theory: the ωB97M-V functional and the def2-TZVPD basis.

Positions of all 17 atoms, in Å:
C  -0.26  -1.03  2.92
C  -2.04  0.19  -1.42
C  0.01  0.05  0.44
N  -0.82  -0.09  3.37
N  2.06  0.97  -2.35
N  1.09  -0.31  0.96
O  0.14  -2.04  2.57
S  -0.80  -1.01  -0.76
H  -3.04  -0.07  -1.03
H  -2.13  0.02  -2.47
H  -1.81  1.25  -1.16
H  -0.05  1.14  0.49
H  1.23  0.14  -1.43
H  -0.30  0.70  3.72
H  2.86  1.03  -1.70
H  2.27  0.25  -3.04
H  1.58  -1.20  0.88

Its total charge is 0. The value obtained for the energy relative to the best compared isomer or geometry (same formula, charge and spin) is 81.25 kcal/mol.

Results of the natural (NBO) charge analysis, in e, for atoms 1 through 6: 0.874 -0.730 -0.060 -0.775 -1.045 -0.672


A cluster of 5 separate species, C17H45N2O5S4 in total. Source: the Open Molecules 2025 dataset; level of theory: the ωB97M-V functional and the def2-TZVPD basis.

Positions of all 73 atoms, in Å:
C  3.69  0.45  -0.74
C  3.39  1.44  -2.02
C  1.79  1.40  -2.52
O  1.49  -0.04  -2.74
C  0.08  -0.24  -3.13
C  -0.99  0.02  -1.88
C  -1.84  1.40  -2.26
C  -2.87  1.63  -0.97
N  -3.61  2.95  -1.10
C  -3.86  0.30  -0.96
C  -3.06  -1.13  -0.91
N  -1.85  -1.22  -1.81
H  4.85  0.20  -0.70
H  3.15  -0.59  -0.79
H  3.31  0.96  0.26
H  3.69  2.56  -1.80
H  4.00  1.01  -2.93
H  1.78  2.04  -3.53
H  1.12  1.89  -1.67
H  -0.05  -1.37  -3.48
H  -0.14  0.48  -4.03
H  -0.32  0.20  -0.93
H  -2.57  1.21  -3.19
H  -1.15  2.34  -2.41
H  -2.17  1.58  -0.01
H  -3.00  3.65  -0.60
H  -3.52  3.23  -2.12
H  -4.60  0.43  -1.85
H  -4.50  0.36  0.04
H  -3.83  -1.95  -1.30
H  -2.82  -1.45  0.22
H  -2.14  -1.60  -2.76
H  -1.23  -1.99  -1.39
C  -1.50  4.14  2.77
S  -2.54  5.51  2.20
O  -3.20  5.08  0.93
C  -1.18  6.61  1.77
H  -2.15  3.31  3.06
H  -0.84  3.82  1.96
H  -0.92  4.46  3.63
H  -0.53  6.14  1.03
H  -0.60  6.85  2.67
H  -1.59  7.53  1.36
C  1.90  -5.38  -2.70
S  0.95  -4.18  -3.66
O  -0.50  -4.53  -3.52
C  1.50  -4.76  -5.28
H  1.68  -5.23  -1.64
H  1.62  -6.40  -2.98
H  2.97  -5.23  -2.87
H  1.24  -5.81  -5.41
H  2.58  -4.62  -5.37
H  1.00  -4.16  -6.05
C  0.21  -8.41  -0.18
S  0.22  -6.95  0.90
O  1.34  -6.06  0.43
C  0.80  -7.82  2.37
H  -0.09  -8.10  -1.18
H  1.21  -8.85  -0.22
H  -0.50  -9.14  0.20
H  1.76  -8.30  2.18
H  0.06  -8.57  2.67
H  0.92  -7.09  3.18
C  0.90  5.39  7.68
S  0.32  6.13  6.14
O  -0.69  5.19  5.54
C  1.87  5.91  5.24
H  0.07  5.38  8.40
H  1.23  4.36  7.50
H  1.72  5.98  8.09
H  2.14  4.85  5.21
H  2.66  6.49  5.72
H  1.73  6.28  4.21

Its total charge is +1.

Results of the Mulliken charge analysis, in e, for atoms 1 through 6: -0.813 -0.528 -0.219 -0.228 -0.382 -0.025


| no. | E (eV) | Kohn-Sham gap (Ha) |
| --- | --- | --- |
| 1 | -10790.4490 | 0.361 |
| 2 | -8897.2288 | 0.291 |
| 3 | -29626.8634 | 0.311 |
| 4 | -26352.0880 | 0.420 |
| 5 | -20606.5988 | 0.368 |
| 6 | -74904.1626 | 0.304 |